Formula: C4H5F5O2
Source: the Open Molecules 2025 dataset
Level of theory: ωB97M-V/def2-TZVPD

Each line ends with the natural charge from an NBO analysis.
CARTESIAN COORDINATES (ANGSTROEM)
C1 1.45672 -0.88136 -0.41834  -0.720
C2 1.81332 0.48050 0.14207  0.769
C3 0.13443 1.87373 -0.25250  0.547
C4 -1.17258 1.08387 0.15147  0.722
O1 -2.21981 1.94897 0.32119  -0.715
O2 -1.49758 0.04095 -0.68041  -0.668
F1 2.69516 1.20945 -0.46744  -0.314
F2 1.97529 0.73588 1.45317  -0.325
F3 0.27004 2.30601 -1.45701  -0.310
F4 0.18008 3.01974 0.51992  -0.364
F5 -0.78678 0.57338 1.40114  -0.373
H1 2.47535 -1.29672 -0.57173  0.236
H2 1.07066 -1.50680 0.30098  0.245
H3 0.73808 -0.65460 -1.23304  0.273
H4 -1.96014 2.68230 1.00825  0.515
H5 -2.28142 -0.20369 -0.32428  0.481

Values from the calculation:
DFT total energy = -805.139522 hartree
HOMO-LUMO gap = 9.64 eV
LUMO level = 0.67 eV


Formula: C4H13N3
Source: the Open Molecules 2025 dataset
Level of theory: ωB97M-V/def2-TZVPD

Each line ends with the natural charge from an NBO analysis.
CARTESIAN COORDINATES (ANGSTROEM)
C1 0.21184 2.85624 -1.14126  -0.406
N1 0.45240 1.42022 -1.02221  -0.649
C2 1.28230 0.93385 0.07334  -0.233
C3 0.49254 -0.05030 0.91944  -0.210
N2 -0.18626 -1.04873 0.10493  -0.655
C4 -1.05814 -1.97635 0.80294  -0.044
N3 -1.13138 -3.28209 0.22301  -0.875
H1 1.09761 3.38842 -1.50214  0.166
H2 -0.19274 3.27393 -0.22729  0.196
H3 -0.51120 2.97395 -1.94923  0.197
H4 0.78713 1.08547 -1.89505  0.363
H5 2.09200 0.31497 -0.32929  0.191
H6 1.62944 1.72760 0.73236  0.189
H7 -0.31137 0.53429 1.43413  0.144
H8 1.06301 -0.57843 1.68332  0.190
H9 -0.74709 -0.53482 -0.57431  0.365
H10 -2.05618 -1.49723 0.87940  0.142
H11 -0.71241 -2.12131 1.82801  0.176
H12 -0.76393 -4.07088 0.69111  0.380
H13 -1.43756 -3.34880 -0.73122  0.372

Values from the calculation:
DFT total energy = -324.426570 hartree
HOMO-LUMO gap = 9.44 eV
SMILES = CNCCNCN
LUMO level = 1.16 eV